1.
Here is a molecular structure, C40H34BN4O6RuS3 from the Open Molecules 2025 dataset. Energies are from ωB97M-V with the def2-TZVPD basis set.

Geometry as ORCA input:
```
! wB97M-V def2-TZVPD RIJCOSX def2/J DEFGRID3
* xyz 0 6
H 7.89 -0.79 1.77
H -0.71 -4.55 4.25
N -6.06 -0.26 -1.77
C 1.82 -0.39 1.48
C 4.15 2.68 0.85
C 2.66 1.18 -0.50
C 3.58 2.29 -0.39
H 0.97 -7.07 3.19
C 5.54 4.31 -0.26
C 2.23 -0.81 2.78
H -5.02 -3.57 -3.62
O -4.15 1.18 2.67
C -4.27 -3.06 -3.05
H -1.88 0.66 -3.42
C 3.52 -0.83 3.17
H -2.72 -4.55 -2.50
H -5.37 1.76 1.64
H -4.95 0.22 -3.65
N -4.37 -1.76 -2.78
C -2.52 3.56 -1.74
C 5.16 0.04 -0.03
H -6.33 -1.28 -3.78
O -1.40 -2.31 -1.16
H -4.40 4.26 -1.06
C -6.92 -0.19 0.27
H 1.00 -6.20 4.73
C 5.10 3.66 0.91
O -1.78 0.74 2.56
H 1.44 -1.06 3.48
H 6.16 -1.16 3.50
O -2.82 2.02 0.80
S 0.49 0.06 -1.93
C -0.44 -2.99 2.82
C -2.75 2.45 -2.57
H 3.56 3.33 -3.65
C 2.25 1.88 -2.80
C 2.76 0.20 0.64
H 1.99 -2.92 0.47
S -3.03 0.93 1.77
C 6.47 -0.22 0.26
C -0.66 1.44 -1.82
C 1.94 1.08 -1.68
Ru -3.43 0.73 -1.02
H -1.00 -3.18 -1.07
O -5.87 1.99 0.81
C -3.55 4.64 -1.63
H 0.46 2.63 -0.41
C 1.38 -6.20 3.71
N -5.58 0.86 -1.19
C 3.94 3.04 -1.54
H 3.79 -1.10 4.19
N -3.31 -1.36 -2.06
H -7.46 -0.43 1.17
C -2.55 -2.42 -1.85
C 6.85 -0.62 1.55
H 1.68 1.74 -3.71
C -0.43 2.56 -1.02
H 5.25 4.54 -2.35
C 3.27 2.78 -2.76
C 4.15 -0.10 0.95
C 0.98 -4.94 3.00
H -3.91 4.95 -2.61
O -3.27 -0.33 0.97
H 3.83 2.20 1.76
H 5.53 3.93 1.86
C -6.09 0.92 0.06
C 4.53 -0.59 2.22
C -3.11 -3.55 -2.47
C -6.86 -0.90 -0.91
S 0.16 -0.84 1.10
C 1.40 -3.27 1.30
C 5.89 -0.82 2.51
H -3.56 2.48 -3.30
H -7.36 -1.81 -1.20
C -1.35 3.60 -0.99
C 1.71 -4.48 1.90
C -1.82 1.39 -2.63
H 4.89 0.33 -1.04
B -5.48 -0.74 -3.14
C -0.11 -4.19 3.42
H -1.14 4.45 -0.36
H 6.32 5.05 -0.20
H 2.54 -5.06 1.53
H 2.46 -6.31 3.73
C 4.95 4.02 -1.45
H -3.15 5.51 -1.11
H -1.27 -2.41 3.18
C 0.35 -2.50 1.79
H 7.22 -0.12 -0.51
*
```

Relative energy (zero: lowest compared OMol25 entry of this formula, charge and spin)   0.23 kcal/mol
HOMO level (alpha / beta)   -7.23 / -7.22 eV
⟨S²⟩   8.7756
HOMO-LUMO gap (alpha / beta)   6.963 / 4.287 eV

---

2.
Here is a molecular structure, C40H35Cl2N4O4PPtS3 from the Open Molecules 2025 dataset. Energies are from ωB97M-V with the def2-TZVPD basis set.

Geometry as ORCA input:
```
! wB97M-V def2-TZVPD RIJCOSX def2/J DEFGRID3
* xyz 2 1
H -2.37 -1.55 5.38
S -3.72 2.70 -0.55
S -2.43 -0.02 -1.08
H 3.91 5.86 -0.72
H -1.55 4.71 4.84
P 0.39 2.43 -0.02
C 4.17 2.60 -1.56
H 1.49 -0.18 6.59
O 1.07 0.81 -1.29
H 1.49 4.66 1.85
H -1.65 1.75 1.75
C -3.55 0.97 -0.24
H 1.67 5.14 -0.05
C 1.12 -0.15 4.49
N -5.24 1.49 1.07
H 2.53 -1.56 -0.13
C -4.98 2.76 0.64
C -1.96 4.72 -3.25
Cl -0.87 -1.25 7.76
H 5.50 4.27 -1.71
H -5.17 -0.54 2.70
C -0.60 3.28 -1.29
C -1.38 -1.18 5.13
H -0.81 5.06 -0.09
C -0.08 3.21 1.58
H -1.99 6.32 -1.83
H 2.42 -4.32 1.07
N 0.60 -2.29 -0.37
C -7.16 -0.49 3.51
H -0.60 1.67 -2.70
H -2.98 -1.65 3.17
C -1.21 2.65 2.18
S -5.59 4.19 1.22
O 0.66 -0.34 2.20
Pt -0.40 0.04 0.28
H 0.46 -5.55 0.17
C 0.57 4.26 2.23
H 4.81 1.89 -2.06
H 0.53 5.63 3.86
C -6.31 1.09 1.92
H -2.62 2.74 3.80
H -0.22 -3.48 1.13
C -8.55 1.33 2.74
C 2.54 -3.71 0.18
H -1.22 -3.34 -0.31
C 2.92 2.19 -1.13
Cl 2.66 0.51 4.09
C -1.68 5.31 -2.02
C -2.01 -1.28 2.78
C 2.39 0.83 -1.39
C 0.80 -2.37 -1.83
H -9.19 -0.16 4.14
C -0.89 2.69 -2.51
C -0.19 -3.45 0.04
H -0.16 -2.54 -2.30
O -1.89 -1.17 1.55
C 1.90 -2.32 0.32
N 1.84 -4.40 -0.95
O 3.08 -0.13 -1.67
C 0.03 4.80 3.39
H -0.09 -5.07 -1.43
C -7.52 1.78 1.93
H 1.19 -1.42 -2.19
N -4.45 0.53 0.59
C -6.12 -0.04 2.71
C 1.82 -3.48 -2.14
C -0.48 -0.92 6.12
C 4.54 3.92 -1.38
H -1.80 2.94 -4.44
H 1.76 -2.06 1.37
C 3.64 4.82 -0.82
C 0.24 -0.47 3.40
C -1.57 3.41 -3.49
C 2.38 4.40 -0.39
C -1.04 -0.97 3.78
H 1.55 -4.04 -3.03
C -8.37 0.19 3.52
H -7.03 -1.37 4.12
H 3.60 -3.63 -0.05
C -1.74 3.18 3.34
C -1.00 4.60 -1.04
H -2.48 5.28 -4.01
C 0.44 -4.73 -0.55
H -9.49 1.86 2.75
C 0.78 -0.39 5.80
C -1.13 4.28 3.93
H 2.34 -5.25 -1.19
H -7.69 2.63 1.29
C 2.04 3.06 -0.50
H 2.82 -3.06 -2.27
*
```

Relative energy (zero: lowest compared OMol25 entry of this formula, charge and spin)   55.80 kcal/mol
HOMO level (alpha / beta)   -12.16 / -12.16 eV
HOMO-LUMO gap (alpha / beta)   3.949 / 3.969 eV

---

3.
Here is a molecular structure, C40H35ClF2N2O2P2Pd from the Open Molecules 2025 dataset. Energies are from ωB97M-V with the def2-TZVPD basis set.

Geometry as ORCA input:
```
! wB97M-V def2-TZVPD RIJCOSX def2/J DEFGRID3
* xyz 0 3
C 0.76 0.87 -5.53
C -1.55 -5.41 -1.16
H -3.16 2.61 -3.59
C -2.44 3.01 -2.88
H 1.00 1.91 -5.74
H 2.74 -2.07 2.77
C -1.66 -4.42 -2.12
C -4.01 -0.60 2.15
H -2.74 0.98 5.30
P -0.68 -1.03 -0.19
H -0.08 -2.82 -4.78
O 0.68 1.67 1.75
H 0.48 5.01 0.47
C -1.15 -5.09 0.13
C 1.34 3.39 -0.55
C -2.34 0.99 0.59
C -1.11 0.65 3.95
H -0.83 0.81 -6.96
H 1.15 -1.95 1.18
H 3.49 0.25 -3.67
H -1.44 -2.32 -2.55
C 4.52 -1.20 3.53
F 4.53 -0.18 -0.73
C 5.19 -0.02 3.85
H -0.91 1.56 -3.36
H -2.83 -1.37 6.06
C -0.27 0.25 -6.22
N 0.40 4.32 -0.25
C -1.94 4.66 -1.17
H 1.57 -0.66 0.06
C -2.10 -0.38 0.71
C -3.42 1.55 1.25
H -1.76 -6.44 -1.42
H -3.80 4.54 -2.21
C 4.57 1.20 3.66
C 2.59 0.82 -3.82
H 2.28 3.33 -0.03
N 0.97 2.58 -1.50
C 3.28 1.26 3.15
C -0.57 -1.08 -5.98
H -4.65 -1.22 2.76
H 2.75 1.88 -4.00
H 6.20 -0.06 4.23
H -1.25 -3.03 5.13
H 5.10 2.12 3.89
F 4.42 1.86 -1.58
H -1.37 -1.57 -6.52
H -0.57 -3.53 1.47
C 0.83 -0.96 0.85
Cl 1.97 -2.00 -3.03
H 0.42 -2.34 3.47
C -2.93 -1.17 1.49
C -0.32 2.97 -1.84
H -1.96 -4.68 -3.13
C 3.23 -1.14 3.03
C -4.25 0.76 2.04
C 0.15 -1.79 -5.02
C 3.69 0.93 -0.84
C -2.10 -1.07 5.32
C 1.16 -1.14 -4.34
H 3.65 1.35 0.17
H -3.61 2.61 1.15
C 2.61 0.08 2.83
H 5.01 -2.15 3.67
H -1.08 1.67 3.59
C -0.99 -2.78 -0.50
P 0.94 0.27 2.17
H -2.76 -2.23 1.57
C -0.23 -0.28 3.42
Pd 1.86 0.55 -1.71
C -1.21 -2.00 4.80
H -2.22 5.51 -0.56
C -0.28 -1.61 3.86
H -1.05 -5.87 0.88
H 2.79 2.21 2.97
H -5.09 1.21 2.55
C -0.87 -3.77 0.46
C -2.05 0.25 4.90
H -1.70 1.60 -0.03
C -0.69 4.07 -1.06
C -1.20 2.42 -2.77
C 1.53 0.20 -4.57
C -1.38 -3.10 -1.80
C -2.81 4.11 -2.09
O -0.44 -0.28 -1.46
*
```

HOMO level (alpha / beta)   -5.56 / -7.46 eV
⟨S²⟩   2.0186
HOMO-LUMO gap (alpha / beta)   6.002 / 7.746 eV

---

4.
Here is a molecular structure, C40H35ClN6O2Sn from the Open Molecules 2025 dataset. Energies are from ωB97M-V with the def2-TZVPD basis set.

Geometry as ORCA input:
```
! wB97M-V def2-TZVPD RIJCOSX def2/J DEFGRID3
* xyz -2 1
N 2.48 -1.10 -0.62
H 3.32 3.08 0.95
H -1.43 7.54 -1.92
C 4.22 0.33 -1.60
C 4.90 1.55 -1.62
C -0.78 1.90 5.05
H 0.05 0.47 -5.18
H -4.23 -3.32 1.71
C 2.88 1.10 0.27
C -1.46 0.35 -2.25
C -1.11 -0.20 3.98
C -3.40 3.74 0.75
H 0.85 4.66 1.41
C -0.09 3.29 -0.71
H -4.87 2.34 3.22
H 4.47 -0.44 -2.31
H 3.70 -4.87 -0.74
C -5.56 -0.62 1.76
H 0.89 3.00 4.23
C 0.36 5.29 0.67
N -0.19 -0.10 -1.95
H -6.55 0.53 3.28
H -2.40 0.99 -4.15
N -2.47 0.24 -0.07
C -4.50 -0.70 0.87
Cl -0.45 9.20 0.19
H -3.48 -3.94 0.23
N 0.81 -3.22 -0.85
C 2.63 -4.75 -0.75
H 0.44 2.65 -0.02
H -1.65 -1.13 3.84
H -2.72 4.58 0.64
C -4.77 1.49 2.56
C 0.29 2.10 4.21
H 5.10 3.48 -0.71
H -2.36 0.51 5.57
C -0.36 7.46 -0.06
C -1.53 0.63 -3.62
C 3.07 -2.28 -0.84
C -0.93 6.89 -1.20
C -0.03 -4.26 -0.81
H -1.31 5.11 -2.31
C 1.76 -5.82 -0.69
H 1.56 -0.35 -3.08
N 1.83 0.81 1.16
C 4.57 2.53 -0.70
H -2.66 -2.68 1.19
H -1.06 2.65 5.78
H -3.46 0.92 -1.74
C -0.18 4.64 -0.50
H -6.29 -1.42 1.78
H -2.58 3.00 2.61
C -1.50 0.72 4.94
C -0.85 5.54 -1.42
H -3.63 3.37 -0.25
C 3.57 2.31 0.23
C -3.70 1.45 1.67
C 2.12 -3.46 -0.82
O 2.69 2.12 2.86
Sn 0.37 -0.81 0.18
C 0.52 -0.07 -3.08
C -2.77 2.63 1.60
C -5.71 0.47 2.60
H -5.32 -2.30 -0.29
H 2.12 -6.84 -0.63
H -4.33 4.10 1.21
C 0.28 6.64 0.88
C 3.23 0.09 -0.65
H -3.75 -1.74 -0.86
C 1.83 1.37 2.38
H -0.48 2.81 -1.61
C 0.62 1.12 3.27
N -0.07 -0.01 3.18
C -0.27 0.36 -4.15
O 4.27 -2.53 -1.03
C 0.39 -5.57 -0.72
C -4.34 -1.95 0.04
C -3.63 -3.05 0.84
H 0.70 7.10 1.76
C -2.53 0.51 -1.32
H -0.33 -6.37 -0.67
H -1.08 -4.00 -0.85
H -1.82 2.35 1.15
H 5.67 1.72 -2.36
C -3.57 0.35 0.80
*
```

Relative energy (zero: lowest compared OMol25 entry of this formula, charge and spin)   17.79 kcal/mol
HOMO level   0.34 eV
HOMO-LUMO gap   3.646 eV

---

5.
Here is a molecular structure, C40H35GeIrN4O5 from the Open Molecules 2025 dataset. Energies are from ωB97M-V with the def2-TZVPD basis set.

Geometry as ORCA input:
```
! wB97M-V def2-TZVPD RIJCOSX def2/J DEFGRID3
* xyz -1 6
C 4.16 1.69 -1.82
C -2.25 -0.15 -2.31
C -1.20 4.74 -1.15
N 0.61 0.67 -2.29
C -0.47 3.11 2.16
C -1.84 -0.31 4.42
H -2.12 -4.78 0.01
H -0.82 5.71 -1.45
H 0.53 -3.64 3.14
O 1.63 3.38 3.27
C -3.22 -2.75 -5.53
H 3.49 4.24 -1.11
C -3.70 -1.89 0.80
C -1.58 -1.41 -4.31
H 1.32 0.90 4.39
C 4.11 -0.28 -3.17
C -1.35 -1.76 1.38
C 2.01 0.69 -2.40
C 1.63 -1.86 2.62
H 1.51 0.27 0.48
H 0.61 1.76 6.57
N 0.09 -0.19 -3.16
C 2.64 -3.98 3.24
C -1.19 -3.06 0.91
H -1.67 1.28 7.41
N -0.66 3.62 -1.94
C -2.24 0.16 5.67
C -3.57 -0.60 -2.53
O -2.06 0.62 -1.24
H -3.24 -0.06 6.03
C 1.51 -3.20 3.00
O -1.08 5.59 1.05
H -4.24 -3.10 -5.63
H -1.17 3.47 -2.80
Ir -0.45 1.64 -0.61
H 5.92 0.69 -2.55
H 3.43 3.20 0.34
N -0.63 3.34 0.73
C -0.94 4.59 0.34
C 0.72 0.74 1.07
C -2.91 -1.87 -4.46
C -1.22 -0.53 -3.20
O 2.09 2.72 -1.17
C -2.27 -3.77 0.39
H 0.32 3.75 -2.17
Ge 0.08 -0.73 2.21
C 0.32 0.69 4.73
C 2.84 3.68 -0.44
H 5.03 -1.66 2.66
H -2.76 -0.15 1.61
H 3.04 -0.28 2.23
H 2.12 4.35 0.02
C -0.62 -1.83 -5.26
C -3.52 -3.19 0.35
H 4.73 2.46 -1.31
H -0.21 -3.52 0.91
C -3.91 -1.44 -3.55
H -2.54 -0.90 3.83
C 2.91 -1.32 2.51
H -4.93 -1.76 -3.68
C -1.36 0.91 6.44
H -2.29 4.76 -1.27
H -0.70 4.01 2.71
H -1.12 2.30 2.49
H 2.52 -5.02 3.53
C -0.56 -0.05 3.93
H -4.37 -3.74 -0.05
H -4.67 -1.42 0.74
H 4.78 -4.04 3.28
H -2.52 -3.83 -7.23
C 0.95 2.75 2.51
C -2.62 -1.17 1.30
H -0.18 -2.98 -6.99
C 4.04 -2.10 2.75
O 1.49 1.66 1.93
C -0.94 -2.68 -6.28
C 2.72 -0.28 -3.11
C 3.91 -3.43 3.11
H -4.32 -0.26 -1.83
H 2.14 -1.06 -3.59
C 2.78 1.70 -1.77
C 4.84 0.69 -2.52
C -0.08 1.17 5.97
H 0.39 -1.45 -5.16
H 4.61 -1.06 -3.73
C -2.26 -3.16 -6.42
*
```

Relative energy (zero: lowest compared OMol25 entry of this formula, charge and spin)   2.03 kcal/mol
HOMO level (alpha / beta)   -3.17 / -4.78 eV
⟨S²⟩   8.7946
HOMO-LUMO gap (alpha / beta)   5.578 / 6.479 eV

---

What did the third record say?
Here is a molecular structure, C40H35ClF2N2O2P2Pd from the Open Molecules 2025 dataset. Energies are from ωB97M-V with the def2-TZVPD basis set.

Geometry as ORCA input:
```
! wB97M-V def2-TZVPD RIJCOSX def2/J DEFGRID3
* xyz 0 3
C 0.76 0.87 -5.53
C -1.55 -5.41 -1.16
H -3.16 2.61 -3.59
C -2.44 3.01 -2.88
H 1.00 1.91 -5.74
H 2.74 -2.07 2.77
C -1.66 -4.42 -2.12
C -4.01 -0.60 2.15
H -2.74 0.98 5.30
P -0.68 -1.03 -0.19
H -0.08 -2.82 -4.78
O 0.68 1.67 1.75
H 0.48 5.01 0.47
C -1.15 -5.09 0.13
C 1.34 3.39 -0.55
C -2.34 0.99 0.59
C -1.11 0.65 3.95
H -0.83 0.81 -6.96
H 1.15 -1.95 1.18
H 3.49 0.25 -3.67
H -1.44 -2.32 -2.55
C 4.52 -1.20 3.53
F 4.53 -0.18 -0.73
C 5.19 -0.02 3.85
H -0.91 1.56 -3.36
H -2.83 -1.37 6.06
C -0.27 0.25 -6.22
N 0.40 4.32 -0.25
C -1.94 4.66 -1.17
H 1.57 -0.66 0.06
C -2.10 -0.38 0.71
C -3.42 1.55 1.25
H -1.76 -6.44 -1.42
H -3.80 4.54 -2.21
C 4.57 1.20 3.66
C 2.59 0.82 -3.82
H 2.28 3.33 -0.03
N 0.97 2.58 -1.50
C 3.28 1.26 3.15
C -0.57 -1.08 -5.98
H -4.65 -1.22 2.76
H 2.75 1.88 -4.00
H 6.20 -0.06 4.23
H -1.25 -3.03 5.13
H 5.10 2.12 3.89
F 4.42 1.86 -1.58
H -1.37 -1.57 -6.52
H -0.57 -3.53 1.47
C 0.83 -0.96 0.85
Cl 1.97 -2.00 -3.03
H 0.42 -2.34 3.47
C -2.93 -1.17 1.49
C -0.32 2.97 -1.84
H -1.96 -4.68 -3.13
C 3.23 -1.14 3.03
C -4.25 0.76 2.04
C 0.15 -1.79 -5.02
C 3.69 0.93 -0.84
C -2.10 -1.07 5.32
C 1.16 -1.14 -4.34
H 3.65 1.35 0.17
H -3.61 2.61 1.15
C 2.61 0.08 2.83
H 5.01 -2.15 3.67
H -1.08 1.67 3.59
C -0.99 -2.78 -0.50
P 0.94 0.27 2.17
H -2.76 -2.23 1.57
C -0.23 -0.28 3.42
Pd 1.86 0.55 -1.71
C -1.21 -2.00 4.80
H -2.22 5.51 -0.56
C -0.28 -1.61 3.86
H -1.05 -5.87 0.88
H 2.79 2.21 2.97
H -5.09 1.21 2.55
C -0.87 -3.77 0.46
C -2.05 0.25 4.90
H -1.70 1.60 -0.03
C -0.69 4.07 -1.06
C -1.20 2.42 -2.77
C 1.53 0.20 -4.57
C -1.38 -3.10 -1.80
C -2.81 4.11 -2.09
O -0.44 -0.28 -1.46
*
```

HOMO level (alpha / beta)   -5.56 / -7.46 eV
⟨S²⟩   2.0186
HOMO-LUMO gap (alpha / beta)   6.002 / 7.746 eV

---

Which formula does entry 4 have? C40H35ClN6O2Sn